Entry 1:
The following is a DFT calculation (ωB97M-V with the def2-TZVPD basis set) of C7H16OS as an isolated structure at a distorted geometry.

Output
**E_tot**: -20398.3990 eV
**Energy relative to the best compared isomer or geometry (same formula, charge and spin)**: 68.76 kcal per mole
**Orbital gap**: 9.34 eV
**HOMO energy**: -8.862 eV

Last column: Löwdin charge in e.
Cartesian coordinates (Å):
C: 3.1963 -0.2489 0.5638  -0.05
C: 3.9856 -0.2450 -1.7976  -0.08
C: -2.2582 0.6461 0.3584  -0.05
C: -0.3986 0.0086 -1.2426  -0.13
C: 3.2768 -0.9369 -0.5508  -0.21
C: -0.8417 0.0098 0.1816  -0.48
C: -0.8679 -1.3462 0.7634  -0.86
O: -0.4145 -1.4776 2.0090  0.03
S: -1.2268 -2.6730 -0.0831  0.73
H: 2.6914 -0.6032 1.4343  0.03
H: -1.5290 -4.5960 -2.9094  0.01
H: 3.6050 0.7560 0.8576  0.08
H: 3.8798 -0.7268 -2.7422  0.05
H: 3.3514 0.6265 -1.8750  0.05
H: 4.9717 0.0527 -1.4968  0.06
H: -2.8811 -0.1315 -0.1266  0.08
H: -2.5102 1.5630 -0.1741  0.08
H: -2.3095 0.7377 1.4913  0.11
H: -1.1057 -0.6150 -1.8792  0.08
H: 0.6311 -0.2499 -1.4512  0.05
H: -0.2733 1.0994 -1.5549  0.11
H: 2.8051 -1.8885 -0.6724  0.08
H: -0.1023 0.6235 0.7801  0.15
H: -0.5283 -2.3217 2.3372  0.05
H: -0.8921 -4.1674 -3.0377  0.01

Entry 2:
The following is a DFT calculation (ωB97M-V with the def2-TZVPD basis set) of a 2-piece molecular cluster, C7H17BO2 overall at a distorted geometry.

Output
**E_tot**: -12302.2273 eV
**Energy relative to the best compared isomer or geometry (same formula, charge and spin)**: 93.84 kcal per mole
**Orbital gap**: 9.96 eV
**HOMO energy**: -9.274 eV

Last column: Löwdin charge in e.
Cartesian coordinates (Å):
B: -0.1173 1.1777 -1.3719  -0.26
C: 3.0500 0.8596 0.2491  -0.07
C: 3.1971 -1.6525 0.1274  -0.02
C: -3.0033 -0.1662 -1.0286  -0.07
C: -3.1301 -1.1085 1.3285  -0.07
C: 0.0233 -0.0213 -0.0580  -0.22
C: 2.3298 -0.3144 -0.3022  -0.42
C: -2.3945 -0.1601 0.3528  -0.39
O: 1.1215 -0.5925 0.3804  0.03
O: -1.0104 -0.6960 0.2910  0.03
H: -0.4782 0.4913 -2.2627  0.00
H: -1.0404 1.7691 -1.0249  -0.03
H: 3.3268 0.5452 1.2988  0.10
H: 3.9998 0.9252 -0.2669  0.08
H: 2.4246 1.8094 0.1087  0.10
H: 3.3151 -1.7126 1.2280  0.07
H: 4.1826 -1.3093 -0.2637  0.07
H: 2.7464 -2.6174 -0.3819  0.11
H: -2.5349 0.6734 -1.6882  0.08
H: -2.7180 -1.1652 -1.4241  0.10
H: -4.1224 -0.0329 -0.9828  0.10
H: -4.0969 -0.6528 1.6345  0.08
H: -2.5115 -1.1033 2.3499  0.12
H: -3.2844 -2.2123 1.0685  0.10
H: 1.0131 2.1207 -1.9126  0.09
H: 2.2588 -0.2205 -1.3573  0.12
H: -2.3755 0.8587 0.8570  0.17

Entry 3:
The following is a DFT calculation (ωB97M-V with the def2-TZVPD basis set) of C7H17Br6N5O10 as an isolated structure at a distorted geometry.

Output
**E_tot**: -455699.2676 eV
**Energy relative to the best compared isomer or geometry (same formula, charge and spin)**: 0.00 kcal per mole
**Orbital gap**: 10.17 eV
**HOMO energy**: -10.354 eV

Last column: Löwdin charge in e.
Cartesian coordinates (Å):
C: -18.3938 -0.6044 -1.7391  0.07
N: -19.5545 -1.1631 -0.8632  -0.41
O: -20.6721 -1.0886 -1.2325  0.08
O: -19.2141 -1.5889 0.2373  0.02
H: -18.7171 0.0297 -2.5366  0.08
H: -17.7817 -1.4419 -2.1193  0.09
H: -17.7871 -0.0071 -1.0463  0.09
C: -17.0489 -3.3428 1.7552  0.04
N: -17.0552 -3.2175 0.2293  -0.48
O: -16.3428 -2.3677 -0.2406  0.04
O: -17.6880 -4.0103 -0.3842  0.08
H: -16.2000 -4.0628 1.9824  0.12
H: -18.0038 -3.8575 2.1466  0.13
H: -16.8674 -2.4603 2.3201  0.04
C: -16.9727 -1.8979 6.9462  0.06
N: -17.5302 -1.3948 8.2854  -0.45
O: -18.2223 -2.2271 8.8335  0.05
O: -17.2337 -0.3079 8.6836  0.07
H: -16.1609 -1.2018 6.8264  0.07
H: -17.8471 -2.0147 6.2386  0.10
H: -16.5576 -2.8363 7.1136  0.05
C: -12.4571 -3.0285 9.8812  0.07
N: -13.4108 -3.0803 8.6661  -0.40
O: -14.6413 -3.0943 8.9294  0.02
O: -12.9878 -2.9499 7.5355  0.06
H: -12.7063 -2.1015 10.3393  0.08
H: -11.5113 -3.0409 9.3276  0.09
H: -12.5886 -3.8863 10.5601  0.10
C: -20.1040 -0.0558 3.2546  0.03
N: -19.2024 -1.1740 3.7801  -0.40
O: -17.9726 -1.1343 3.6179  -0.03
O: -19.8456 -2.0794 4.2632  0.06
H: -19.5394 0.8962 3.4336  0.07
H: -21.0638 -0.1923 3.8001  0.08
H: -20.1831 -0.1937 2.1766  0.06
C: -16.0029 2.5757 3.7508  -1.69
Br: -15.3377 0.9517 4.4486  0.61
Br: -16.7783 3.6585 5.0966  0.60
Br: -17.1473 2.1850 2.2115  0.56
H: -15.0754 3.1617 3.3848  0.02
C: -24.3954 -0.3389 2.6002  -1.62
Br: -23.7869 1.4581 3.0409  0.55
Br: -24.6291 -1.3938 4.1868  0.59
Br: -23.2579 -1.1280 1.2479  0.59
H: -25.3408 -0.2591 2.1134  -0.05

Entry 4:
The following is a DFT calculation (ωB97M-V with the def2-TZVPD basis set) of C7H17Cl2N3OPdS as an isolated structure.

Output
**E_tot**: -53414.2606 eV
**Energy relative to the best compared isomer or geometry (same formula, charge and spin)**: 4.14 kcal per mole
**Orbital gap**: 8.58 eV
**HOMO energy**: -8.214 eV

Last column: Löwdin charge in e.
Cartesian coordinates (Å):
Pd: 0.5995 -0.7915 0.0885  0.23
Cl: -1.3009 -1.4871 -1.3639  0.50
C: 0.3895 -1.1160 -1.8242  -0.69
Cl: 2.8293 -0.2485 -0.1328  -0.12
H: 0.4275 -0.2416 -2.4649  0.01
H: 0.8645 -1.9964 -2.2430  0.01
C: 3.7162 1.6810 2.8745  -0.09
N: 2.6191 0.7490 3.0466  -0.06
C: 1.4246 0.9084 2.4807  -0.93
N: 1.1307 2.0676 1.9099  0.13
S: 0.2976 -0.3945 2.5350  0.53
H: 4.5837 1.2951 3.4015  0.09
H: 3.4653 2.6525 3.3045  0.09
H: 3.9665 1.7908 1.8162  0.07
H: 2.8234 -0.1976 3.3187  0.11
H: 1.8638 2.7290 1.7140  0.10
H: 0.2747 2.1589 1.3588  0.05
C: -2.3375 3.8348 -1.7881  -0.04
N: -2.9570 2.8020 -0.9701  -0.15
C: -4.3615 2.4820 -1.1531  -0.05
C: -2.1955 2.2416 -0.0033  -0.50
C: -2.8383 1.2120 0.8863  -0.01
O: -1.0174 2.5758 0.1217  0.00
H: -3.0463 4.1573 -2.5463  0.08
H: -1.4394 3.4512 -2.2706  0.09
H: -2.0455 4.6932 -1.1816  0.09
H: -4.6623 2.7794 -2.1547  0.08
H: -5.0018 3.0019 -0.4349  0.09
H: -4.5343 1.4117 -1.0611  0.08
H: -3.7652 1.5857 1.3226  0.09
H: -2.1407 0.9343 1.6719  0.04
H: -3.0741 0.3177 0.3070  0.06

Entry 5:
The following is a DFT calculation (ωB97M-V with the def2-TZVPD basis set) of a 2-piece molecular cluster, C7H17FN3O8PS overall at a distorted geometry.

Output
**E_tot**: -51217.5203 eV
**Orbital gap**: 1.96 eV
**HOMO energy**: -5.852 eV

Last column: Löwdin charge in e.
Cartesian coordinates (Å):
C: 2.0222 -1.2897 4.3146  0.01
C: 1.5164 -1.8384 2.8813  -0.38
O: 2.1775 -2.8392 2.4810  0.06
N: 0.3350 -1.3859 2.1339  -0.12
C: -0.3559 -2.6441 1.7447  -0.03
N: 0.4857 -0.3905 1.1718  -0.31
C: -0.3380 -0.5899 -0.0894  -0.15
C: -0.4719 0.6377 -1.1073  -0.25
N: -1.8776 0.8020 -1.6146  0.04
P: 2.1833 0.1235 0.8772  0.72
O: 2.8358 0.8364 2.0841  -0.26
O: 2.3517 1.3322 -0.3341  -0.14
O: 3.1638 -1.1326 0.2500  -0.13
S: -0.2842 1.0409 2.0179  0.86
O: -1.7514 1.1282 1.7650  -0.21
O: -0.1187 0.9285 3.5178  -0.24
F: 0.4001 2.4893 1.5865  -0.15
H: 2.0645 -0.1582 4.3691  0.07
H: 1.1900 -1.6116 5.0493  0.11
H: 2.9896 -1.7931 4.6425  0.11
H: -1.4825 -2.5314 1.5325  0.13
H: -0.3160 -3.3986 2.6137  0.14
H: 0.1680 -3.1849 0.8723  0.13
H: -1.4445 -0.8386 0.1142  0.14
H: 0.1770 -1.4319 -0.6882  0.17
H: -0.1452 1.6607 -0.7522  0.11
H: 0.1477 0.4096 -2.0529  0.15
H: -2.4041 1.3912 -0.9573  0.08
H: -2.3134 -0.1276 -1.7302  0.09
H: 3.3226 1.5047 -0.3511  0.11
H: 4.0175 -1.1398 0.7399  0.11
C: -2.3030 2.5130 -5.5543  -0.07
C: -3.0182 1.3080 -4.9482  -0.83
O: -2.4238 0.2057 -5.0751  -0.13
O: -4.1142 1.5673 -4.3937  -0.12
H: -1.3578 2.2218 -6.0194  0.05
H: -2.9354 2.9751 -6.3164  0.06
H: -2.0925 3.2502 -4.7748  0.05

Entry 6:
The following is a DFT calculation (ωB97M-V with the def2-TZVPD basis set) of an isolated ion of composition C7H17FNO and charge +1 at a distorted geometry.

Output
**E_tot**: -13774.1909 eV
**Orbital gap (spin up / spin down)**: 4.55 / 7.11 eV
**Spin multiplicity**: 3
**HOMO energy (spin up / spin down)**: -6.959 / -15.774 eV
**Charge**: +1

Last column: Löwdin charge in e.
Cartesian coordinates (Å):
C: 1.3081 -0.4185 2.6320  -0.03
C: 1.4547 1.6442 1.0285  -0.05
C: 0.0111 -1.8082 -1.4426  -0.02
C: -2.2002 0.3068 -2.4665  0.05
C: 1.3080 0.2086 1.2174  -0.40
C: -0.2435 -0.3678 -0.8617  -0.17
C: -1.9202 0.1104 -0.9567  -0.54
N: -0.0269 -0.1872 0.6331  0.09
O: -2.1156 1.2154 -0.2291  0.06
F: -2.5968 -0.9948 -0.4449  0.10
H: 0.4664 0.0224 3.3109  0.12
H: 1.0828 -1.4665 2.4602  0.08
H: 2.2209 -0.0460 3.2776  0.14
H: 0.6072 2.0855 1.4818  0.08
H: 1.4595 2.0328 -0.0136  0.10
H: 2.4968 1.8677 1.4500  0.14
H: 0.5030 -2.4119 -0.7142  0.07
H: -1.0361 -2.2446 -1.6166  0.10
H: 0.5826 -1.8006 -2.3118  0.07
H: -1.9966 -0.6740 -2.9486  0.10
H: -1.4018 0.9731 -2.9054  0.13
H: -3.2623 0.5353 -2.5950  0.11
H: 2.1549 -0.2932 0.8156  0.14
H: 0.3740 0.4446 -1.3749  0.16
H: -0.2317 -1.0678 1.0364  0.14
H: -0.7843 0.4246 0.8309  0.11
H: -2.9216 1.6693 -0.5683  0.13